99
Properties=species:S:1:pos:R:3:forces:R:3 method="wB97M-V/def2-TZVPD" s_squared=2.04 max_force_ev_per_a=1.67 gap_ev="4.2938 / 4.4142" homo_energy_ev="-0.518 / -0.639" charge=-2 spin_multiplicity=3 e_above_lowest_kj_mol=64.8 e_tot_ha=-4823.24548
Ti -0.7447 -0.0072 -0.2653 1.099 1.039 -0.700
O -5.0578 1.4415 -3.2278 -0.038 0.062 -0.024
C -5.5412 0.4908 -2.3831 -0.151 -0.008 -0.095
C -6.8349 -0.0024 -2.5379 0.067 0.088 -0.020
C -7.3322 -0.9844 -1.6955 0.024 0.010 0.001
C -6.5258 -1.4863 -0.6870 0.091 0.031 0.017
C -5.2330 -1.0006 -0.5438 -0.104 -0.158 0.106
C -4.7135 -0.0118 -1.3749 0.224 -0.001 0.065
C -3.3260 0.4291 -1.1393 -0.119 -0.373 0.223
O -2.5485 -0.3793 -0.4066 -1.102 -0.404 -0.364
N -2.8378 1.5487 -1.5001 -0.020 0.717 0.216
N -1.5689 1.7067 -0.9739 0.362 -0.695 -0.298
C -1.0395 2.9652 -1.2945 -0.123 -0.359 0.124
C -0.3185 3.7405 -0.4083 0.018 0.254 0.296
C 0.1949 5.0247 -0.8270 -0.011 -0.109 0.015
C 0.8462 5.8269 0.0607 0.031 0.008 0.149
C 1.0187 5.4106 1.4006 -0.042 0.023 -0.114
C 0.5014 4.1673 1.7282 0.004 -0.110 -0.076
N -0.1225 3.3402 0.8950 0.087 0.025 -0.041
H -5.7738 1.7223 -3.8072 0.050 -0.036 -0.019
H -7.4521 0.3929 -3.3398 0.010 0.000 0.002
H -8.3404 -1.3543 -1.8373 0.002 0.005 0.009
H -6.8933 -2.2520 -0.0164 0.014 -0.007 -0.001
H -4.5878 -1.3876 0.2350 -0.001 -0.026 -0.016
H -1.4029 3.4105 -2.2128 0.024 -0.048 -0.067
H 0.0517 5.3308 -1.8584 0.009 0.004 0.013
H 1.2297 6.7906 -0.2630 0.003 -0.008 -0.010
H 1.5275 6.0178 2.1375 -0.004 -0.012 -0.026
H 0.6120 3.7962 2.7496 -0.006 -0.002 -0.085
C 2.3433 1.8393 -0.2956 -0.122 -0.025 -0.139
O 1.3586 0.9278 -0.7949 -0.228 -0.216 0.215
Si 1.4407 0.2657 -2.3629 -0.066 0.133 0.341
C 3.2428 -0.1960 -2.5759 0.262 -0.234 0.087
C 1.2325 1.6596 -3.5626 -0.185 0.265 -0.237
C 0.1346 -0.9845 -2.1612 -0.357 -0.220 -0.240
Si -1.1132 -1.1028 -3.5472 0.164 -0.143 -0.040
C -2.6368 -2.1157 -3.0909 -0.263 0.021 0.154
C -1.6952 0.4943 -4.3256 -0.138 0.323 0.055
C -0.4436 -2.0171 -5.0665 0.155 -0.093 -0.111
Si 0.9237 -2.6742 -1.9043 0.286 0.013 -0.246
C -0.1843 -4.2025 -1.9161 -0.186 -0.097 0.037
C 2.0916 -2.7196 -0.4264 0.044 0.034 0.218
C 2.0812 -3.1291 -3.3619 0.057 -0.018 -0.100
H 3.3110 1.3356 -0.2278 -0.009 -0.012 -0.005
H 2.0413 2.1782 0.6852 -0.074 0.090 0.106
H 2.4234 2.7098 -0.9507 -0.038 0.000 -0.006
H 3.8445 0.6851 -2.3335 -0.007 -0.017 -0.039
H 3.4680 -0.4741 -3.6073 -0.002 0.075 0.013
H 3.5638 -1.0162 -1.9302 0.027 0.061 -0.045
H 2.0884 2.3352 -3.4663 -0.024 0.003 -0.021
H 0.3227 2.2230 -3.3444 0.072 -0.002 -0.025
H 1.1930 1.3023 -4.5964 0.084 0.034 0.051
H -2.7274 -2.2741 -2.0139 -0.021 -0.013 -0.066
H -2.5988 -3.0942 -3.5767 -0.031 0.030 -0.002
H -3.5514 -1.6084 -3.4187 0.069 -0.054 -0.005
H -2.0895 1.2257 -3.6185 0.027 -0.047 -0.078
H -2.5041 0.2384 -5.0209 0.051 0.002 0.029
H -0.8931 0.9636 -4.8952 -0.067 -0.023 -0.077
H -0.3704 -3.0944 -4.8976 -0.005 0.031 -0.032
H 0.5481 -1.6583 -5.3618 -0.067 -0.013 -0.029
H -1.1295 -1.8530 -5.9063 0.020 -0.018 0.058
H -0.0990 -4.7356 -0.9681 0.001 -0.007 -0.055
H 0.1355 -4.8630 -2.7296 -0.033 0.013 0.050
H -1.2407 -3.9773 -2.0541 0.037 -0.045 0.042
H 3.1232 -2.8539 -0.7655 -0.034 -0.018 0.043
H 2.0564 -1.8070 0.1731 0.006 -0.048 0.007
H 1.8435 -3.5398 0.2522 0.019 0.049 -0.028
H 1.5441 -3.6830 -4.1321 0.021 -0.022 0.008
H 2.8825 -3.7786 -2.9868 -0.069 0.034 -0.015
H 2.5489 -2.2781 -3.8507 0.052 -0.014 -0.019
C -0.7166 1.0322 3.9117 0.125 0.057 0.290
C -1.1105 0.7070 2.6423 0.136 -0.057 -0.383
N -0.1894 0.3471 1.7067 0.295 0.379 0.724
C 1.0825 0.2847 2.0595 0.000 0.071 0.140
C 1.6002 0.6438 3.3245 -0.026 0.042 -0.011
C 0.6273 1.0266 4.2704 -0.129 0.114 -0.013
C 3.0196 0.6920 3.4868 0.033 -0.189 0.172
C 3.7998 0.8202 4.6359 -0.128 -0.026 -0.013
C 3.5002 0.5169 5.9854 -0.015 -0.035 -0.014
C 2.3948 -0.2772 6.4142 0.078 -0.098 -0.074
C 2.2633 -0.5531 7.7456 -0.019 0.024 0.036
N 3.1157 -0.1147 8.6960 0.141 0.074 -0.082
C 4.1413 0.5896 8.1975 -0.106 -0.017 -0.125
N 4.3938 0.9247 6.9485 -0.035 -0.072 0.115
H -1.4727 1.3175 4.6326 0.028 0.024 0.005
H -2.1400 0.7316 2.3227 -0.031 0.006 -0.045
H 1.7770 -0.0615 1.3072 0.001 0.038 -0.056
H 0.9244 1.3452 5.2586 -0.023 0.032 -0.018
H 3.5685 0.7013 2.5481 -0.001 0.010 -0.010
H 4.8300 1.1296 4.4873 -0.007 0.031 0.003
H 1.7072 -0.6992 5.6941 0.000 0.004 0.049
H 1.4378 -1.1677 8.0958 -0.003 0.001 -0.018
H 4.8711 0.9292 8.9304 0.008 0.020 0.014
Cl 0.3911 -2.8664 2.6852 -0.276 -0.008 -0.202
C 2.6445 -3.5160 4.2517 0.653 -0.270 0.437
Cl 2.8999 -5.2234 4.2369 -0.100 0.261 -0.048
H 2.2861 -3.1210 5.1902 -0.157 -0.013 -0.090
H 3.3468 -2.9460 3.6631 -0.154 0.008 -0.137
Te -1.2906 -2.5330 0.9986 -0.115 -0.138 0.218